{"formula": "C20H23N3O2", "method": "ωB97M-V with the def2-TZVPD basis set", "symbols": ["C", "C", "C", "C", "C", "C", "C", "C", "H", "H", "H", "C", "N", "C", "O", "N", "C", "C", "C", "C", "C", "C", "H", "H", "C", "O", "N", "H", "H", "H", "H", "H", "H", "C", "H", "H", "H", "C", "H", "H", "H", "H", "C", "H", "H", "H", "H", "H"], "xyz": [[0.4019, -2.9584, -0.4848], [1.6504, -3.0591, -0.0392], [2.5229, -1.8801, 0.0936], [1.9857, -0.6517, 0.4632], [2.7650, 0.4926, 0.5758], [4.1272, 0.3919, 0.3356], [4.6813, -0.8273, -0.0167], [3.8945, -1.9557, -0.1388], [4.3451, -2.8901, -0.4360], [5.7429, -0.8937, -0.2064], [4.7645, 1.2571, 0.4123], [2.0757, 1.7965, 0.9581], [0.8197, 1.8980, 0.2058], [0.8140, 1.7860, -1.1478], [1.7758, 1.9539, -1.8654], [-0.4089, 1.4644, -1.7312], [-1.5811, 1.0022, -1.1429], [-2.1614, 1.6311, -0.0387], [-3.3105, 1.1161, 0.5253], [-3.9148, -0.0286, 0.0119], [-3.3714, -0.6187, -1.1267], [-2.2248, -0.1073, -1.6973], [-1.8105, -0.5677, -2.5833], [-3.8516, -1.4674, -1.5914], [-5.1466, -0.5254, 0.6863], [-5.8632, 0.1924, 1.3528], [-5.4220, -1.8432, 0.5090], [-4.7741, -2.4753, 0.0765], [-6.2233, -2.2248, 0.9833], [-3.7706, 1.5996, 1.3737], [-1.7407, 2.5489, 0.3433], [-0.2905, 1.2309, -2.7089], [0.0035, 1.5586, 0.6916], [1.7146, 1.7543, 2.4460], [2.6215, 1.6867, 3.0409], [1.1779, 2.6574, 2.7284], [1.0953, 0.8883, 2.6721], [2.9136, 3.0414, 0.6666], [3.2179, 3.0459, -0.3756], [2.3102, 3.9264, 0.8556], [3.7890, 3.0760, 1.3086], [0.9262, -0.6030, 0.6735], [2.2396, -4.3875, 0.3372], [1.4577, -5.1340, 0.4514], [2.7967, -4.3089, 1.2690], [2.9245, -4.7312, -0.4375], [-0.0271, -2.0214, -0.7971], [-0.2343, -3.8229, -0.5764]], "forces_ev_per_angstrom": [[0.01, 0.00, 0.00], [-0.19, -0.25, -0.04], [0.09, 0.36, 0.06], [0.15, -0.08, 0.01], [0.09, -0.10, -0.07], [-0.10, 0.02, 0.07], [0.12, -0.02, 0.00], [-0.07, -0.04, 0.01], [0.04, -0.11, -0.01], [0.08, 0.00, -0.03], [0.06, 0.13, -0.01], [0.16, 0.20, -0.03], [-0.21, 0.07, 0.46], [-0.34, 0.02, -0.18], [0.33, 0.00, -0.08], [0.00, 0.04, -0.56], [-0.35, -0.19, 0.26], [0.04, -0.03, -0.15], [-0.16, -0.25, 0.02], [0.21, 0.28, -0.08], [-0.09, 0.12, 0.17], [0.15, 0.10, -0.01], [0.07, -0.06, -0.05], [-0.04, -0.07, -0.04], [-0.09, -0.15, -0.01], [-0.02, 0.19, 0.13], [-0.12, -0.32, -0.08], [0.01, 0.04, 0.06], [0.04, 0.06, -0.02], [-0.05, 0.05, 0.06], [0.05, 0.07, 0.03], [0.11, 0.08, 0.18], [0.06, 0.00, -0.07], [-0.04, 0.06, -0.22], [0.06, -0.02, 0.04], [-0.06, 0.12, 0.05], [-0.06, -0.10, 0.04], [0.00, -0.18, -0.03], [0.07, 0.06, -0.01], [-0.04, 0.06, 0.06], [0.12, 0.02, 0.08], [-0.09, 0.00, 0.01], [-0.07, 0.00, -0.05], [-0.01, -0.07, -0.01], [0.06, -0.06, 0.06], [0.11, -0.07, 0.00], [-0.01, 0.24, -0.07], [-0.08, -0.22, 0.05]], "total_charge": 0, "e_tot_ev": -29680.226, "smiles": "C=C(C)c1cccc(C(C)(C)NC(=O)Nc2ccc(C(N)=O)cc2)c1", "fmax_ev_per_a": 0.56, "e_above_lowest_ev": 0.2521, "homo_energy_ev": -8.691}